{
  "formula": "C2H4O2S",
  "method": "ωB97M-V with the def2-TZVPD basis set",
  "species": ["C", "C", "O", "O", "S", "H", "H", "H", "H"],
  "coordinates": [[-0.895655, -0.109275, 0.746701], [1.120489, -1.216047, -0.233946], [-1.974416, 2.267380, 0.011989], [0.518151, 2.146138, 0.240531], [-0.763875, 1.484853, 0.092733], [-1.819328, -0.651616, 0.182868], [1.531529, -1.676615, 0.696509], [1.668248, -0.437607, -0.587937], [0.614858, -1.807210, -1.149448]],
  "forces_ev_per_a": [[0.659, -0.964, -3.724], [-4.276, -2.180, 0.408], [0.623, -0.289, -0.281], [-1.044, -0.480, -0.405], [0.257, -1.095, 1.692], [2.035, 1.386, 1.432], [-0.804, 0.084, -1.146], [1.379, 2.485, -0.760], [1.172, 1.054, 2.784]],
  "charge": 0,
  "largest_force_ha_per_bohr": 0.0937,
  "gap_ha": [0.303, 0.303],
  "e_homo_ev": [-9.6, -9.6],
  "e_lumo_ev": [-1.380, -1.383]
}

=====

{
  "formula": "C2H4O2S2",
  "method": "ωB97M-V with the def2-TZVPD basis set",
  "species": ["C", "C", "O", "O", "S", "S", "H", "H", "H", "H"],
  "coordinates": [[-0.202059, 0.332033, 0.286855], [0.654220, 0.125815, 1.585343], [0.278193, 0.375940, -2.500827], [-0.694948, -1.852021, -2.483598], [-1.646643, -0.314444, -0.000090], [-0.940140, -0.420730, -2.541371], [0.206170, 1.203334, -0.232291], [0.294912, -0.684461, 2.245467], [0.363817, 1.033338, 2.228609], [1.686479, 0.201195, 1.411902]],
  "forces_ev_per_a": [[0.953, 0.566, 2.899], [-3.657, 1.166, 0.518], [-0.939, -0.101, -0.022], [-0.571, 0.807, 0.070], [0.428, -0.121, 0.428], [1.532, -0.631, -1.019], [-0.183, -0.557, -0.811], [0.550, -0.079, -0.798], [0.528, -0.803, -0.991], [1.360, -0.247, -0.275]],
  "charge": 0,
  "largest_force_ha_per_bohr": 0.0753,
  "gap_ha": [0.306, 0.306],
  "e_homo_ev": [-9.5, -9.5],
  "e_lumo_ev": [-1.133, -1.133]
}

=====

{
  "formula": "C2H4O3",
  "method": "ωB97M-V with the def2-TZVPD basis set",
  "species": ["O", "C", "O", "H", "H", "C", "O", "H", "H"],
  "coordinates": [[-0.281902, 1.689810, -2.152641], [0.220621, 1.707095, -1.055164], [1.615030, 1.699799, -0.949539], [-0.235837, 1.897168, -0.116392], [2.097416, 1.218006, -0.313826], [-0.819190, -2.030505, 1.186584], [-1.887049, -1.985713, 0.598480], [-0.024499, -2.426492, 0.577876], [-0.684590, -1.769168, 2.224622]],
  "forces_ev_per_a": [[0.497, -0.004, 2.124], [1.830, 0.044, -2.561], [-1.501, 0.959, -2.233], [-0.936, -0.130, 0.983], [0.106, -0.863, 1.678], [-2.038, -0.568, -2.061], [0.708, 0.401, 1.272], [1.274, -0.121, 0.177], [0.060, 0.282, 0.621]],
  "charge": 0,
  "largest_force_ha_per_bohr": 0.0612,
  "gap_ha": 0.393,
  "e_homo_ev": -10.5,
  "smiles": "O=CO.C=O",
  "e_lumo_ev": 0.192
}

=====

{
  "formula": "C2H4O3P",
  "method": "ωB97M-V with the def2-TZVPD basis set",
  "species": ["C", "C", "O", "O", "O", "P", "H", "H", "H", "H"],
  "coordinates": [[0.501820, 0.079022, 0.566974], [1.667384, 0.155446, -0.357469], [-2.237165, -1.505576, 0.062716], [-3.268272, 0.819453, 0.020883], [-0.503215, 0.735090, 0.249524], [-2.163872, -0.086236, -0.403657], [0.551599, -0.596094, 1.307684], [2.347794, -0.412370, 0.336036], [1.923686, 1.205537, -0.634210], [1.180240, -0.394272, -1.148485]],
  "forces_ev_per_a": [[-0.128, 3.735, -3.006], [-0.104, -0.097, 2.415], [0.535, -0.497, 0.410], [-0.096, 0.603, 0.203], [0.253, 0.659, 1.309], [-1.514, -0.701, -1.341], [-0.441, -2.654, 2.798], [0.684, 0.498, -1.847], [0.048, -1.040, 0.181], [0.764, -0.506, -1.121]],
  "charge": -1,
  "largest_force_ha_per_bohr": 0.0933,
  "gap_ha": [0.231, 0.241],
  "e_homo_ev": [-2.4, -2.7],
  "e_lumo_ev": [3.900, 3.899]
}

=====

{
  "formula": "C2H4O3P2",
  "method": "ωB97M-V with the def2-TZVPD basis set",
  "species": ["C", "C", "O", "O", "O", "P", "P", "H", "H", "H", "H"],
  "coordinates": [[-2.601236, 0.195016, 0.155387], [-3.706061, -0.182022, -0.446084], [4.304658, -0.272898, -0.588733], [1.308580, -1.933548, 0.445448], [3.195881, 1.882174, 0.142907], [1.295124, -0.596316, -0.200541], [3.281087, 0.399420, 0.277734], [-2.227021, 1.214031, 0.027378], [-4.357187, 0.423175, -1.124102], [-4.087957, -1.199551, -0.335573], [3.594133, 0.070516, 1.646182]],
  "forces_ev_per_a": [[1.572, -0.298, 1.333], [-1.235, 0.066, -0.881], [-0.034, -0.819, -0.283], [0.131, -0.275, 0.322], [-0.648, 0.720, 0.307], [-0.009, 0.237, -0.465], [0.925, 0.190, 0.108], [-0.389, 0.397, -0.441], [0.060, 0.057, 0.014], [-0.129, -0.179, 0.001], [-0.244, -0.096, -0.013]],
  "charge": -2,
  "largest_force_ha_per_bohr": 0.0405,
  "gap_ha": [0.186, 0.186],
  "e_homo_ev": [1.1, 1.1],
  "e_lumo_ev": [6.117, 6.117]
}

=====

{
  "formula": "C2H4O3PS",
  "method": "ωB97M-V with the def2-TZVPD basis set",
  "species": ["C", "C", "O", "O", "O", "P", "S", "H", "H", "H", "H"],
  "coordinates": [[0.159163, -0.031266, 0.494609], [-1.499366, 1.397008, -0.409120], [0.230609, -2.409258, -0.347331], [1.017017, -0.699803, -1.882918], [2.310183, -1.106037, 0.051829], [0.382215, 0.146297, 2.107395], [0.961486, -1.143838, -0.537757], [-2.449017, 1.596873, 0.160968], [-1.574798, 0.760914, -1.356870], [-1.037742, 2.266397, -0.625102], [1.500250, -0.777288, 2.344296]],
  "forces_ev_per_a": [[-2.871, 2.756, -0.253], [-0.382, -5.139, 0.076], [0.338, 1.041, 0.019], [-0.870, 1.146, -2.132], [-0.622, -0.420, 0.138], [0.184, 0.193, 0.867], [1.954, -2.708, 0.785], [1.177, -0.907, -0.282], [-0.224, 0.887, 1.596], [2.037, 2.713, -0.415], [-0.721, 0.439, -0.399]],
  "charge": -1,
  "largest_force_ha_per_bohr": 0.1002,
  "gap_ha": 0.303,
  "e_homo_ev": -5.0,
  "e_lumo_ev": 3.250
}

=====

{
  "formula": "C2H4O3S",
  "method": "ωB97M-V with the def2-TZVPD basis set",
  "species": ["O", "C", "O", "C", "O", "S", "H", "H", "H", "H"],
  "coordinates": [[-1.965085, -0.013133, 0.786405], [-0.832448, -0.634622, 0.571053], [-0.347810, -0.862987, -0.683399], [0.422165, 0.002335, 0.060667], [0.155798, 1.534206, -0.363541], [2.091424, -0.374076, 0.369052], [-2.088067, 0.578411, -0.020267], [-0.617380, -1.473028, 1.369838], [0.638556, 2.149361, 0.162066], [1.776571, -1.230724, 1.456744]],
  "forces_ev_per_a": [[-1.869, 1.779, -1.767], [3.446, -2.149, 3.721], [-0.110, -0.249, -2.341], [-1.725, 3.848, -0.012], [-0.411, -4.305, -0.659], [0.182, -0.942, 1.441], [0.004, -0.610, 1.518], [-0.842, 1.380, -1.658], [0.856, 0.237, 1.023], [0.470, 1.012, -1.265]],
  "charge": 0,
  "largest_force_ha_per_bohr": 0.1071,
  "gap_ha": 0.373,
  "e_homo_ev": -9.6,
  "smiles": "O[C@H]1O[C@]1(O)S",
  "e_lumo_ev": 0.493
}

=====

{
  "formula": "C2H4O3S",
  "method": "ωB97M-V with the def2-TZVPD basis set",
  "species": ["O", "C", "C", "O", "S", "H", "H", "O", "H", "H"],
  "coordinates": [[0.082040, -1.777180, 0.321134], [-0.085814, -0.730800, 0.880825], [-1.091351, 0.319045, 0.426046], [-1.354871, 1.299683, 1.061582], [-1.816834, -0.080926, -1.121635], [0.443716, -0.436500, 1.798388], [-1.161467, -1.249376, -1.178176], [1.417031, 0.753822, -0.470486], [1.399506, 0.571037, -1.412614], [2.168044, 1.331195, -0.305060]],
  "forces_ev_per_a": [[0.009, -0.008, 0.223], [0.352, -0.208, 0.511], [-0.426, 0.114, -0.541], [0.200, -0.149, 0.233], [-0.363, 0.214, -0.290], [0.052, -0.040, 0.067], [-0.039, -0.094, -0.111], [0.149, 0.114, 0.148], [0.071, 0.044, -0.129], [-0.006, 0.014, -0.111]],
  "charge": 0,
  "largest_force_ha_per_bohr": 0.0136,
  "gap_ha": 0.353,
  "e_homo_ev": -9.8,
  "smiles": "O=CC(=O)S.O",
  "e_lumo_ev": -0.239
}

=====

{
  "formula": "C2H4O3V",
  "method": "ωB97M-V with the def2-TZVPD basis set",
  "species": ["O", "C", "V", "O", "O", "H", "C", "H", "H", "H"],
  "coordinates": [[1.782339, -0.247420, -0.293797], [0.693294, 0.043998, -0.724643], [-1.804296, -0.757848, -1.543543], [-0.423864, 0.325735, -0.066437], [0.308351, -0.651412, -1.801048], [1.151274, -1.258765, -1.945661], [-0.421226, 0.600376, 1.345953], [-0.558254, -0.332479, 1.900705], [0.552105, 1.024000, 1.606215], [-1.279724, 1.253817, 1.522257]],
  "forces_ev_per_a": [[-0.443, 2.526, 0.259], [1.959, -4.258, 2.837], [-0.101, 0.099, 0.154], [-1.102, 1.049, -0.906], [1.565, -1.419, -2.751], [-2.343, 1.551, -0.183], [0.316, 0.197, 0.790], [0.061, 0.031, -0.290], [-0.383, 0.175, 0.074], [0.472, 0.049, 0.017]],
  "charge": 1,
  "s_squared": 6.001,
  "largest_force_ha_per_bohr": 0.1065,
  "gap_ha": [0.269, 0.421],
  "e_homo_ev": [-12.1, -16.2],
  "multiplicity": 5,
  "e_lumo_ev": [-4.764, -4.705]
}

=====

{
  "formula": "C2H4O4",
  "method": "ωB97M-V with the def2-TZVPD basis set",
  "species": ["C", "C", "O", "O", "O", "O", "H", "H", "H", "H"],
  "coordinates": [[0.310189, 0.871123, 1.552482], [0.199426, 0.091810, 0.488780], [-1.095451, 0.579951, -0.479181], [-1.300775, -0.340993, -1.521621], [0.777447, -1.025734, 0.206031], [1.678855, -0.899287, -0.908854], [0.819265, 0.579634, 2.362138], [-0.452533, 1.637509, 1.674996], [-2.251863, -0.509034, -1.555005], [1.315440, -0.984978, -1.819766]],
  "forces_ev_per_a": [[-2.912, 0.459, -2.953], [-3.324, 2.373, -1.281], [2.645, -0.540, 2.152], [0.779, -0.589, -0.751], [-0.469, -1.460, -1.249], [1.931, 0.571, -0.203], [2.500, -0.800, 2.611], [0.274, -0.067, -0.098], [0.004, 0.215, 0.602], [-1.428, -0.163, 1.172]],
  "charge": 0,
  "largest_force_ha_per_bohr": 0.0832,
  "gap_ha": 0.361,
  "e_homo_ev": -9.5,
  "smiles": "C=C(OO)OO",
  "e_lumo_ev": 0.356
}

=====

{
  "formula": "C2H4O4P2",
  "method": "ωB97M-V with the def2-TZVPD basis set",
  "species": ["O", "P", "O", "C", "C", "P", "O", "O", "H", "H", "H", "H"],
  "coordinates": [[-0.781151, -1.146795, -2.233752], [-0.930720, -1.009646, -0.753367], [-0.405615, -2.560396, -0.152126], [0.488483, -0.064032, -0.199892], [1.243748, 0.193572, 1.103359], [0.334718, 1.578879, 0.537390], [0.788854, 2.761647, -0.235628], [-1.329438, 1.779380, 0.923368], [0.339083, -2.642325, -0.668927], [1.422932, 0.037345, -0.881221], [0.840772, -0.283343, 2.075032], [-2.011665, 1.355712, 0.485764]],
  "forces_ev_per_a": [[0.166, -0.117, -2.082], [-1.005, -0.553, 2.055], [-2.903, 0.516, 1.756], [2.447, 1.503, -1.668], [-0.625, 0.052, 3.942], [-1.661, -2.063, -1.080], [0.380, 1.395, 0.193], [3.265, 2.038, 2.118], [3.009, -0.728, -1.835], [-2.068, -0.626, -0.267], [0.443, 0.521, -1.282], [-1.448, -1.939, -1.849]],
  "charge": -2,
  "largest_force_ha_per_bohr": 0.0854,
  "gap_ha": 0.207,
  "e_homo_ev": 1.2,
  "smiles": "[O-]P(O)[C@@H]1C=[P@]1([O-])O",
  "e_lumo_ev": 6.820
}

=====

{
  "formula": "C2H4O4S",
  "method": "ωB97M-V with the def2-TZVPD basis set",
  "species": ["O", "C", "O", "C", "O", "S", "O", "H", "H", "H", "H"],
  "coordinates": [[-2.118144, -0.013888, 1.556506], [-1.547679, 0.760662, 2.176666], [-0.987044, 1.537500, 2.799372], [0.560744, 0.557463, -0.176163], [1.379867, -0.594790, -0.164652], [0.994846, -1.802877, 0.879601], [-0.008484, -2.786216, 0.030755], [-0.469873, 0.313112, -0.446064], [0.581536, 1.065724, 0.789989], [0.982100, 1.215441, -0.936066], [-0.932983, -2.531208, 0.130629]],
  "forces_ev_per_a": [[-0.922, -1.179, -0.933], [-0.109, -0.114, 0.083], [0.880, 1.214, 0.963], [-0.281, 0.307, -0.138], [0.275, -0.769, 0.193], [-0.088, 0.316, -0.208], [0.190, 0.033, -0.103], [0.074, 0.009, -0.028], [0.070, -0.012, -0.032], [-0.053, 0.006, 0.055], [-0.037, 0.188, 0.149]],
  "charge": 0,
  "largest_force_ha_per_bohr": 0.0347,
  "gap_ha": 0.343,
  "e_homo_ev": -8.9,
  "smiles": "O=C=O.COSO",
  "e_lumo_ev": 0.429
}

=====

Asked for E_tot across the records above, the calculation gives -17062.4118, -27902.6445, -8279.6394, -17570.4098, -26856.5815, -28402.4087, -19114.0576, -19115.8229, -33959.0044, -10320.7705, -28904.4658, -21163.4560 eV in order.
Asked for ΔE to the lowest compared entry with this formula, charge and spin across the records above, the calculation gives 661.8, 163.2, 185.2, 272.4, 166.7, 612.6, 170.3, 0.0, 183.5, 832.6, 235.8, 0.0 kJ/mol in order.